{
  "formula": "C14H41FHfNO11",
  "method": "the ωB97M-V functional and the def2-TZVPD basis",
  "charge": 3,
  "e_tot_ev": -43171.1870,
  "multiplicity": 1,
  "fmax_ev_per_a": 3.31,
  "homo_lumo_gap_ev": 1.2,
  "symbols": ["Hf", "F", "C", "C", "C", "O", "C", "N", "H", "H", "H", "H", "H", "H", "H", "H", "H", "H", "H", "C", "C", "O", "O", "H", "H", "H", "H", "H", "H", "C", "C", "O", "O", "H", "H", "H", "H", "H", "H", "C", "C", "O", "O", "H", "H", "H", "H", "H", "H", "C", "C", "O", "O", "H", "H", "H", "H", "H", "H", "C", "C", "O", "O", "H", "H", "H", "H", "H", "H"],
  "positions_angstrom": [[-2.86763, 2.23152, -3.50627], [-1.60924, 0.39948, 0.20263], [7.09731, -2.48326, -3.01220], [6.46836, -2.80236, -1.59837], [7.51909, -3.05633, -0.44700], [8.23608, -1.91374, -0.15812], [9.27278, -2.08534, 0.81175], [5.69293, -1.54148, -1.39354], [7.69946, -1.57468, -3.01312], [6.26852, -2.44179, -3.71895], [7.73487, -3.29485, -3.36283], [5.79599, -3.65978, -1.62731], [8.29465, -3.80316, -0.61688], [6.90211, -3.27569, 0.42439], [9.70689, -1.14056, 1.13890], [10.12973, -2.59715, 0.37381], [8.88619, -2.54886, 1.71938], [6.32741, -0.77293, -1.22961], [5.24130, -1.60228, -0.49219], [-1.34168, -1.57752, -7.62510], [0.05120, -1.37166, -6.99815], [-0.05069, -0.64058, -5.70635], [-2.18691, -0.47345, -7.30146], [-1.86976, -2.44965, -7.23959], [-1.26184, -1.69431, -8.70588], [0.70126, -0.86354, -7.71042], [0.45562, -2.36154, -6.78675], [0.76097, -0.83745, -5.23301], [-2.84159, -0.45044, -8.00322], [2.18506, -0.34204, 6.94044], [2.68087, 0.40075, 5.64555], [2.34487, -0.39827, 4.46946], [2.29847, 0.53911, 8.05850], [2.85578, -1.19073, 7.07443], [1.16886, -0.72909, 6.86532], [3.74336, 0.62971, 5.72792], [2.16763, 1.36201, 5.61978], [1.47658, -0.17375, 4.12702], [3.17250, 0.44239, 8.44361], [-7.10446, -0.77820, -1.34958], [-7.64488, 0.48708, -0.77311], [-6.59630, 1.43844, -0.71795], [-6.09660, -0.72624, -2.41739], [-7.99161, -1.32006, -1.67736], [-6.73363, -1.48548, -0.60773], [-8.17721, 0.30083, 0.15964], [-8.39876, 0.86214, -1.46528], [-6.84976, 2.11359, -0.08429], [-6.09924, -1.63204, -2.73538], [-1.13989, 7.13222, -1.09767], [-0.10107, 6.18481, -0.55216], [0.18171, 5.14880, -1.41185], [-2.29573, 6.43299, -1.61599], [-0.66692, 7.63328, -1.94226], [-1.46565, 7.96151, -0.46974], [-0.41440, 5.80944, 0.42202], [0.78453, 6.79381, -0.37072], [1.11362, 4.99108, -1.24369], [-2.91779, 7.14690, -1.77401], [-5.50537, -0.93282, 4.89705], [-6.81513, -1.45269, 5.62273], [-7.60963, -2.07732, 4.60652], [-4.99610, -1.95422, 4.12040], [-4.68474, -0.78003, 5.59799], [-5.57379, 0.06208, 4.45705], [-7.40253, -0.67877, 6.11681], [-6.63373, -2.12952, 6.45765], [-7.12331, -2.79466, 4.19359], [-4.34897, -1.61360, 3.49846]],
  "atomic_forces_ev_per_a": [[0.251, -0.573, 0.876], [-0.247, 0.411, -0.787], [0.334, -1.490, 0.249], [-0.209, 2.516, -1.781], [0.818, 0.340, -0.111], [-0.115, 1.509, 0.425], [0.424, 0.374, 0.104], [1.373, -2.111, 2.149], [-0.271, 0.040, 0.154], [0.090, 0.319, 0.091], [0.087, -0.068, 0.176], [0.044, 0.095, 0.057], [-0.654, -0.809, -0.257], [-0.361, -0.499, 0.206], [-0.563, 0.402, -0.497], [-0.117, -0.637, -0.033], [-0.004, -0.496, -0.203], [0.423, 0.503, -0.782], [-1.234, -0.034, 0.080], [-0.114, 0.102, 0.843], [-0.730, 0.023, 0.781], [-0.135, -0.549, -1.367], [-0.014, 0.575, -0.286], [0.466, -0.359, 0.121], [0.260, 0.024, -0.015], [0.033, 0.296, 0.277], [0.148, 0.009, -0.123], [0.077, -0.033, 0.000], [-0.187, 0.197, 0.014], [0.769, 0.029, 1.556], [-1.403, -0.068, -1.640], [1.449, 0.803, 1.701], [-0.627, -0.771, -1.338], [0.037, -0.148, -0.056], [-0.070, 0.535, -0.187], [0.063, -0.662, -0.309], [-0.219, -0.032, -0.053], [-0.286, 0.258, 0.155], [0.292, 0.054, 0.183], [0.059, -2.109, -0.123], [0.315, 0.626, -1.450], [0.248, 0.291, 0.682], [-1.116, 0.767, 0.899], [-0.135, 0.000, -0.597], [0.485, 0.432, 0.513], [0.383, -0.114, 0.247], [-0.196, 0.172, -0.114], [0.053, 0.186, 0.029], [0.169, -0.056, -0.264], [0.011, 0.129, -1.609], [-0.987, 1.660, 1.909], [0.542, -0.998, -1.037], [0.277, 0.056, 0.471], [0.101, 0.054, -0.310], [0.250, -0.435, 0.719], [-0.149, -0.200, 0.184], [0.105, 0.147, 0.054], [0.055, -0.512, -0.422], [-0.361, -0.172, -0.152], [0.067, 0.169, 1.410], [-0.105, -0.455, -0.798], [-0.153, 1.143, 0.953], [-0.087, -0.572, -0.867], [-0.225, 0.230, 1.368], [-0.561, -0.241, -0.792], [0.046, 0.398, -0.704], [0.682, -0.473, -0.326], [0.329, -0.242, 0.061], [0.019, 0.042, -0.305]],
  "lowdin_charge": [1.750, -0.522, -0.026, -0.278, -0.144, -0.110, -0.018, 0.151, 0.090, 0.086, 0.088, 0.148, 0.147, 0.153, 0.109, 0.119, 0.110, 0.100, 0.103, -0.228, -0.176, -0.121, -0.105, 0.117, 0.126, 0.116, 0.117, 0.069, 0.085, -0.165, -0.138, 0.011, 0.036, 0.135, 0.135, 0.133, 0.130, 0.105, 0.116, -0.224, -0.243, -0.073, -0.094, 0.123, 0.118, 0.134, 0.123, 0.089, 0.079, -0.221, -0.293, -0.059, -0.102, 0.117, 0.130, 0.121, 0.130, 0.094, 0.080, -0.194, -0.146, 0.013, 0.005, 0.139, 0.129, 0.129, 0.129, 0.098, 0.118]
}